Entry 1:
66
Properties=species:S:1:pos:R:3:forces:R:3:lowdin_spin:R:1 method="wB97M-V/def2-TZVPD" total_charge=+1 homo_ev="-10.0 / -9.8" orbital_gap_ev="6.73 / 6.58" spin_multiplicity=2
Ru 0.563706 -0.183627 0.547706 0.137 0.083 0.455 0.833
S 0.823485 -1.287042 2.519107 -0.389 -0.269 -0.207 0.083
C 2.067460 -2.489770 2.186693 0.112 0.084 0.068 0.006
C 2.223535 -3.576450 3.048280 0.003 -0.001 0.008 0.006
C 3.262939 -4.470804 2.858363 0.004 -0.001 -0.024 -0.001
C 4.175728 -4.295784 1.821861 -0.026 0.005 0.018 0.007
C 4.036445 -3.215815 0.967672 0.015 0.018 0.026 0.000
C 2.975790 -2.337122 1.150648 0.023 -0.015 0.023 0.005
S 2.728494 -0.979748 0.034343 0.013 0.032 -0.155 -0.007
C 2.246777 -1.971455 -1.443788 -0.018 0.013 0.030 0.001
C 1.095381 -1.396884 -2.203750 0.046 0.144 -0.014 0.003
C 0.882606 -1.706498 -3.539250 0.025 0.023 -0.012 0.001
C -0.264103 -1.244823 -4.158651 -0.001 0.008 -0.009 -0.001
C -1.160434 -0.462527 -3.444326 0.036 0.044 -0.021 0.001
C -0.865341 -0.146894 -2.131797 -0.021 -0.108 0.025 0.001
C -1.691407 0.784984 -1.307805 0.003 0.004 -0.020 -0.001
S -1.736897 0.211439 0.435153 0.039 -0.023 0.027 -0.005
C -2.009448 1.773427 1.218414 0.025 0.106 -0.037 0.001
C -3.262840 2.377708 1.173888 0.021 0.000 0.004 0.000
C -3.433146 3.626376 1.741091 0.023 0.013 0.006 0.003
C -2.349644 4.247459 2.361775 -0.007 -0.010 -0.014 0.000
C -1.115340 3.629704 2.426015 -0.008 -0.001 0.009 0.002
C -0.925320 2.367651 1.852206 -0.052 -0.012 0.085 -0.001
S 0.627010 1.567314 2.045763 0.202 0.175 -0.069 0.007
N 0.236124 -0.625572 -1.529585 -0.054 -0.239 0.012 0.021
H 1.527117 -3.710404 3.866757 0.006 0.009 0.003 0.000
H 3.368835 -5.311688 3.531013 0.001 0.002 -0.001 0.000
H 4.991049 -4.992543 1.686306 0.000 0.000 0.004 0.000
H 4.745234 -3.054274 0.164250 -0.001 0.004 0.005 0.000
H 1.954074 -2.948138 -1.054682 0.004 -0.003 0.003 0.000
H 3.119202 -2.090942 -2.083383 -0.008 -0.020 -0.008 0.000
H 1.597289 -2.318094 -4.072110 0.003 0.002 0.006 0.000
H -0.461295 -1.491715 -5.193347 0.001 0.003 0.003 0.000
H -2.059802 -0.079988 -3.905889 -0.004 -0.003 0.010 0.000
H -2.699765 0.909920 -1.696502 -0.010 -0.053 0.013 0.000
H -1.189545 1.752829 -1.277507 -0.059 0.033 -0.027 0.000
H -4.093567 1.869941 0.698117 0.007 -0.006 0.000 0.000
H -4.399583 4.109885 1.709675 0.004 0.005 0.004 0.000
H -2.475374 5.224245 2.810582 -0.006 -0.001 -0.002 0.000
H -0.285414 4.115362 2.924431 0.000 -0.008 0.002 0.000
C -2.328063 -4.573831 0.660800 0.001 0.002 -0.002 0.000
C -2.356010 -4.353689 -0.859192 -0.002 -0.006 -0.001 0.000
C -0.979365 -3.771494 -1.132367 -0.024 -0.001 0.018 0.000
O -0.689222 -2.959963 0.003123 -0.049 -0.072 -0.101 0.008
C -1.188509 -3.665099 1.152327 0.009 0.005 -0.008 0.001
H -2.118940 -5.615057 0.901942 0.005 0.001 -0.002 0.000
H -3.278297 -4.314295 1.122890 -0.002 -0.008 0.002 0.000
H -3.123720 -3.629135 -1.133776 0.006 0.006 0.007 0.000
H -2.539099 -5.270459 -1.417272 -0.014 0.006 -0.004 0.000
H -0.945747 -3.140810 -2.019875 0.012 0.002 -0.008 0.000
H -0.226968 -4.566350 -1.231560 0.002 0.000 0.007 0.000
H -1.508695 -2.919076 1.875307 0.003 0.004 0.004 0.001
H -0.374760 -4.246570 1.595117 0.005 0.002 0.005 0.000
N 1.414872 1.931826 -0.999793 -0.055 0.000 -0.082 0.016
C 1.207076 3.053001 -0.848323 0.009 0.107 -0.202 0.005
C 0.916493 4.445574 -0.659179 0.006 -0.093 0.129 0.000
C 1.894292 5.289660 -0.137437 0.012 -0.001 0.014 0.001
C 1.589790 6.622781 0.078023 0.000 0.000 0.002 0.000
C 0.321550 7.103849 -0.219466 -0.006 -0.004 0.003 0.001
C -0.652036 6.256798 -0.734084 0.010 -0.007 -0.002 0.000
C -0.359217 4.923234 -0.955486 -0.010 0.009 -0.008 0.001
H 2.874641 4.898026 0.097198 -0.001 0.002 -0.002 0.000
H 2.342489 7.286703 0.480342 -0.003 0.001 -0.001 0.000
H 0.089225 8.146611 -0.048563 0.003 -0.001 0.000 0.000
H -1.639246 6.635778 -0.960486 0.001 0.001 0.000 0.000
H -1.112535 4.252366 -1.347938 -0.004 0.005 0.003 0.000

=====

Entry 2:
17
Properties=species:S:1:pos:R:3:forces:R:3:mulliken_charge:R:1 method="wB97M-V/def2-TZVPD" total_charge=0 homo_ev=-9.2 smiles="[H]/N=C/N.CNC" orbital_gap_ev=10.17
C -0.693624 -1.631481 -1.636834 1.223 -0.485 -0.245 -0.996
N -1.430449 -0.566684 -0.971607 0.009 0.104 -0.965 -0.352
C -1.284920 0.664251 -1.752942 0.183 0.247 -0.811 -0.978
H 0.386392 -1.416671 -1.701540 -0.297 0.558 0.088 0.336
H -0.982596 -1.819994 -2.675302 -0.298 -0.085 -0.030 0.380
H -0.649871 -2.571879 -1.088154 -0.739 -0.028 0.152 0.332
H -2.415233 -0.791926 -1.055907 -0.028 -0.215 0.502 0.270
H -1.772910 0.650042 -2.745398 -0.236 -0.276 0.268 0.380
H -1.655613 1.543285 -1.236517 -0.007 -0.012 0.302 0.300
H -0.245681 0.824984 -2.038650 0.233 0.050 0.485 0.332
N 0.168121 0.014440 1.529193 0.486 1.263 1.217 -0.437
C 1.210130 0.953859 1.531771 0.341 -0.231 -1.331 0.046
N 2.394423 0.735839 1.936252 -0.433 0.170 0.172 -0.645
H 0.041540 -0.426273 0.628047 -0.584 -0.213 0.346 0.200
H 0.180693 -0.508243 2.392726 0.058 -0.808 -0.575 0.249
H 0.963900 1.883794 1.003012 -0.072 -0.051 0.014 0.321
H 2.937169 1.564919 1.699215 0.161 0.015 0.411 0.262

=====

Respective ΔE to the lowest compared entry with this formula, charge and spin values: 0.793; 1.619 eV.